The following is a quantum chemistry calculation of a single C7H9NS molecule at a distorted geometry, from the Open Molecules 2025 dataset.

## Properties
DFT total energy: -724.87281 hartree
Relative energy (zero: lowest compared OMol25 entry of this formula, charge and spin): 107.1 kcal/mol

Positions of all 18 atoms, in Å:
1 C -1.5391 0.1024 1.0027
2 C -1.9434 -1.0774 0.6000
3 C 0.8931 -0.0419 0.3541
4 C 0.6853 -1.3984 0.1048
5 C 0.2537 0.7632 -0.6785
6 C 2.1004 0.4061 1.0919
7 C -0.4603 0.2400 -1.8639
8 N -0.3571 0.7470 0.6186
9 S -0.7392 -2.1769 -0.0229
10 H -2.1057 0.8162 1.5773
11 H -2.7898 -1.5855 0.8454
12 H 0.7130 1.7814 -0.9686
13 H 2.0869 -0.2622 2.0875
14 H 2.4238 1.4553 1.2113
15 H 2.7914 -0.0410 0.4209
16 H -0.6244 0.9643 -2.5211
17 H -1.4002 -0.0455 -1.6325
18 H 0.0115 -0.6469 -2.2270

---

The following is a quantum chemistry calculation of a gas-phase ion, C3H5N2 (charge +1) at a distorted geometry, from the Open Molecules 2025 dataset.

## Properties
DFT total energy: -226.37603 hartree
Relative energy (zero: lowest compared OMol25 entry of this formula, charge and spin): 135.8 kcal/mol
Total charge: +1

Positions of all 10 atoms, in Å:
1 C -1.2954 -1.0288 -0.0825
2 C 0.1603 -1.0890 -0.0080
3 C -0.6869 1.0954 -0.1026
4 N -1.6502 0.3062 0.0743
5 N 0.6804 0.4107 -0.0087
6 H 0.4372 -1.5660 0.9757
7 H 0.5068 -1.5567 -0.8088
8 H -0.6197 2.1187 -0.1686
9 H 1.1573 0.6975 0.9358
10 H 1.3101 0.6119 -0.8065

---

The following is a quantum chemistry calculation of a molecular structure, C18H47Li3N3O2 at a distorted geometry, from the Open Molecules 2025 dataset.

## Properties
DFT total energy: -1050.66569 hartree
Relative energy (zero: lowest compared OMol25 entry of this formula, charge and spin): 391.3 kcal/mol
Total charge: +1

Positions of all 73 atoms, in Å:
1 Li 7.7152 5.1750 16.5065
2 Li 5.6547 5.2199 16.9133
3 Li 6.4414 4.7755 15.1171
4 O 6.7588 6.2056 17.1019
5 H 7.1020 6.4776 17.9752
6 O 6.5656 4.2414 16.4463
7 H 6.8982 3.4966 16.9840
8 C 3.5444 3.7317 13.9805
9 C 4.9519 3.5996 13.3203
10 N 6.1017 3.4543 14.2005
11 C 7.3152 3.2476 13.3930
12 C 7.7578 4.5695 12.7139
13 C 6.0052 2.4005 15.2216
14 C 5.9068 1.0402 14.5569
15 H 3.2785 2.9903 14.7339
16 H 2.7087 3.8677 13.2941
17 H 3.4907 4.6851 14.5061
18 H 4.9357 2.6951 12.7123
19 H 5.1567 4.3480 12.5547
20 H 8.1121 2.7990 13.9861
21 H 7.0639 2.5399 12.6029
22 H 8.6384 4.3576 12.1075
23 H 7.0948 4.8915 11.9109
24 H 8.0757 5.4090 13.3323
25 H 5.1276 2.6028 15.8355
26 H 6.8130 2.3364 15.9506
27 H 4.9081 0.9486 14.1299
28 H 5.8995 0.4095 15.4458
29 H 6.5753 0.6772 13.7763
30 C 9.4223 3.2906 15.2752
31 C 9.4628 3.6681 16.8175
32 N 9.0126 5.0012 17.2012
33 C 9.2596 5.2172 18.5799
34 C 8.1443 4.5030 19.4869
35 C 9.5913 6.1273 16.3885
36 C 11.1379 6.2114 16.4625
37 H 8.5620 3.7568 14.7948
38 H 9.3505 2.2037 15.2362
39 H 10.3137 3.6225 14.7429
40 H 8.8091 2.9591 17.3254
41 H 10.4382 3.3791 17.2090
42 H 10.2211 4.8151 18.8989
43 H 9.1978 6.2922 18.7492
44 H 8.2336 3.4166 19.4827
45 H 8.3432 4.8341 20.5061
46 H 7.1663 4.9031 19.2193
47 H 9.1821 7.0659 16.7624
48 H 9.2787 6.1164 15.3444
49 H 11.4400 7.0424 15.8251
50 H 11.3793 5.2846 15.9420
51 H 11.6345 6.1696 17.4320
52 C 1.9192 4.9910 17.2037
53 C 3.3488 4.9580 16.6275
54 N 4.4263 4.6924 17.6955
55 C 4.3485 3.3256 18.3415
56 C 4.4065 2.2340 17.2233
57 C 4.4167 5.7696 18.6712
58 C 5.5501 5.9637 19.6735
59 H 1.3125 5.3634 16.3783
60 H 1.8768 5.7659 17.9691
61 H 1.4585 4.1036 17.6378
62 H 3.2770 4.1857 15.8617
63 H 3.3749 5.8792 16.0455
64 H 3.4253 3.3061 18.9207
65 H 5.1596 3.2299 19.0633
66 H 4.5831 1.2012 17.5235
67 H 5.2021 2.4073 16.4986
68 H 3.4832 2.1262 16.6540
69 H 4.3023 6.6927 18.1031
70 H 3.5643 5.7789 19.3505
71 H 5.8758 4.9439 19.8786
72 H 6.3599 6.5717 19.2702
73 H 5.2609 6.4295 20.6155

---

The following is a quantum chemistry calculation of 2 unconnected molecules or ions with the total composition C4H8OS at a distorted geometry, from the Open Molecules 2025 dataset.

## Properties
DFT total energy: -630.57686 hartree
Relative energy (zero: lowest compared OMol25 entry of this formula, charge and spin): 36.4 kcal/mol
SMILES string: C=CC(=O)S.C

Positions of all 14 atoms, in Å:
1 C -2.3465 1.9634 -0.3040
2 C -1.6199 1.0259 -0.8207
3 C -1.6734 -0.4143 -0.3672
4 O -0.7759 -1.1488 -0.6921
5 S -3.0736 -0.9932 0.5153
6 H -2.5741 2.9748 -0.6608
7 H -3.0090 1.5603 0.4673
8 H -0.9680 1.1852 -1.6881
9 H -2.3474 -1.9232 0.9151
10 C 2.1666 -0.9744 0.3867
11 H 2.2884 -2.0886 0.0577
12 H 2.2968 -0.9040 1.5312
13 H 1.1624 -0.6960 -0.0313
14 H 2.8795 -0.3022 -0.0508

---

The following is a quantum chemistry calculation of a molecular structure, C47H44As2F6N7O7RbS3 at a distorted geometry, from the Open Molecules 2025 dataset.

## Properties
DFT total energy: -9016.97316 hartree
Relative energy (zero: lowest compared OMol25 entry of this formula, charge and spin): 0.0 kcal/mol
Total charge: -2

Positions of all 117 atoms, in Å:
1 Rb -1.2140 1.0860 -0.6254
2 O 1.9766 4.1582 1.4144
3 C 1.3198 3.0979 1.2457
4 N 1.6218 2.0374 0.5179
5 C 2.8963 2.1678 -0.1367
6 C 2.9593 1.7939 -1.6000
7 C 4.1895 1.9567 -2.2510
8 C 4.3317 1.5579 -3.5641
9 C 3.2378 1.0036 -4.2177
10 C 2.0561 0.8886 -3.5130
11 N 1.9091 1.2761 -2.2368
12 C -0.0016 3.0154 2.0005
13 C -0.4128 4.1494 2.6957
14 C -1.5962 4.1137 3.4089
15 C -2.3382 2.9419 3.4174
16 C -1.8501 1.8666 2.6992
17 N -0.7135 1.8854 2.0025
18 H 3.6315 1.5171 0.3652
19 H 3.2855 3.1861 -0.0330
20 H 5.0232 2.3811 -1.7019
21 H 5.2840 1.6657 -4.0711
22 H 3.2992 0.6645 -5.2438
23 H 1.1794 0.4569 -3.9848
24 H 0.2120 5.0276 2.6426
25 H -1.9549 4.9897 3.9356
26 H -3.2761 2.8659 3.9509
27 H -2.3869 0.9221 2.6928
28 C 1.0342 -1.0336 -0.0613
29 C 1.8844 -1.6364 1.0614
30 As 2.5651 -0.3940 2.4434
31 C 3.4991 -1.8909 3.3788
32 C 4.7079 -2.3009 2.8089
33 C 5.4370 -3.3587 3.3352
34 C 4.9736 -4.0243 4.4653
35 C 3.7826 -3.6201 5.0533
36 C 3.0515 -2.5648 4.5130
37 C 1.0370 -0.3433 3.6577
38 C 1.1616 0.4637 4.7887
39 C 0.1477 0.5216 5.7359
40 C -1.0061 -0.2351 5.5645
41 C -1.1453 -1.0277 4.4312
42 C -0.1340 -1.0755 3.4780
43 As 0.7187 -2.1523 -1.6578
44 C 0.3268 -3.9533 -0.9617
45 C 1.1734 -4.6707 -0.1187
46 C 0.8451 -5.9547 0.2954
47 C -0.3368 -6.5468 -0.1374
48 C -1.1821 -5.8458 -0.9886
49 C -0.8463 -4.5630 -1.4004
50 C 2.6344 -2.5592 -2.0159
51 C 2.9857 -3.7572 -2.6432
52 C 4.3109 -4.0697 -2.9178
53 C 5.3239 -3.1794 -2.5768
54 C 4.9908 -1.9673 -1.9900
55 C 3.6606 -1.6613 -1.7196
56 H 1.5022 -0.1391 -0.4736
57 H 0.0614 -0.7028 0.3107
58 H 2.7889 -2.0838 0.6588
59 H 1.3258 -2.4157 1.5779
60 H 5.0783 -1.7814 1.9297
61 H 6.3648 -3.6664 2.8668
62 H 5.5378 -4.8505 4.8829
63 H 3.4141 -4.1346 5.9340
64 H 2.1172 -2.2718 4.9788
65 H 2.0577 1.0614 4.9157
66 H 0.2533 1.1605 6.6054
67 H -1.7972 -0.1966 6.3041
68 H -2.0449 -1.6135 4.2809
69 H -0.2875 -1.6720 2.5848
70 H 2.1040 -4.2287 0.2149
71 H 1.5120 -6.4962 0.9578
72 H -0.5964 -7.5497 0.1794
73 H -2.1036 -6.3062 -1.3282
74 H -1.5001 -4.0094 -2.0643
75 H 2.2083 -4.4616 -2.9127
76 H 4.5558 -5.0155 -3.3884
77 H 6.3608 -3.4255 -2.7780
78 H 5.7673 -1.2563 -1.7276
79 H 3.4279 -0.7020 -1.2724
80 O -3.5495 -0.3157 -2.1733
81 C -3.3652 -1.0545 -1.1996
82 C -4.5155 -1.5868 -0.3321
83 C -3.7873 -2.2455 0.8365
84 C -2.3131 -2.1678 0.4129
85 O -1.4115 -2.6522 1.0848
86 N -2.1662 -1.4852 -0.7618
87 H -5.0937 -2.2889 -0.9354
88 H -5.1699 -0.7636 -0.0481
89 H -4.0535 -3.2862 1.0224
90 H -3.9057 -1.6953 1.7727
91 S -0.8925 0.2906 -5.9178
92 C -1.7465 1.4818 -5.1087
93 N -2.8899 1.3202 -4.4155
94 C -3.3576 2.5671 -3.8020
95 C -2.2529 3.5749 -4.1610
96 N -1.4318 2.8082 -5.1106
97 H -3.0718 0.4437 -3.9383
98 H -3.4996 2.4633 -2.7307
99 H -4.3199 2.8564 -4.2219
100 H -1.6903 3.8840 -3.2824
101 H -2.6573 4.4635 -4.6383
102 H -0.4698 3.0466 -5.2760
103 F -4.7662 2.9810 1.4929
104 C -4.2580 2.7352 0.2917
105 F -3.6698 1.5143 0.3444
106 F -5.2714 2.6262 -0.5665
107 S -3.0595 4.1014 -0.2802
108 O -1.9002 3.3790 -0.7495
109 O -2.9369 4.9748 0.8440
110 N -3.8100 4.7291 -1.5220
111 S -4.9070 5.8682 -1.3104
112 O -5.8796 5.5846 -0.2892
113 O -4.3969 7.2025 -1.4277
114 C -5.8000 5.5791 -2.8931
115 F -5.0208 5.8460 -3.9490
116 F -6.8632 6.3879 -2.9435
117 F -6.2275 4.3168 -2.9870

---

The following is a quantum chemistry calculation of a molecular structure, C19H37Br2F7N2NbO4P2 at a distorted geometry, from the Open Molecules 2025 dataset.

## Properties
DFT total energy: -7743.46957 hartree
Total charge: -1

Positions of all 74 atoms, in Å:
1 C -4.8766 -2.0465 -2.8970
2 C -3.4199 -1.6962 -2.5986
3 C -2.5990 -1.2540 -3.8232
4 C -1.4573 -2.1925 -4.2385
5 C -0.4463 -2.5041 -3.1320
6 C 0.1987 -1.2577 -2.4996
7 C 0.0410 -1.1462 -0.9839
8 Nb 0.9311 0.4556 0.3301
9 C 0.6143 -0.4060 2.3154
10 C -0.3429 -1.5813 2.5588
11 C 0.0489 -2.4269 3.7647
12 N -0.2205 -1.7459 5.0325
13 C 2.0119 2.1842 1.2734
14 C 1.1583 3.1147 2.1680
15 C 1.7532 3.1589 3.5536
16 N 2.7798 4.0973 3.6967
17 O 1.4620 2.4109 4.4474
18 P 1.2968 1.7527 -1.9350
19 P 1.7562 3.8446 -1.9706
20 O 1.4501 4.5196 -3.2432
21 O 1.1604 4.6053 -0.6805
22 O 3.3171 3.8600 -1.5276
23 C 2.8075 -0.7410 -0.2490
24 Br 4.4484 0.3127 -0.2185
25 C 2.9340 -2.1240 0.3961
26 C 3.3796 -3.2179 -0.5596
27 Br 4.0876 -2.1885 1.9791
28 C -1.2375 1.4138 0.1417
29 F -1.1901 2.7876 0.1263
30 F -1.7779 1.0701 -1.0985
31 C -2.3996 1.0813 1.1103
32 F -1.9657 1.1994 2.3918
33 F -2.7741 -0.2075 0.9173
34 C -3.6873 1.9202 1.0317
35 F -4.6169 1.4091 1.8700
36 F -3.4708 3.1971 1.3884
37 F -4.1975 1.9150 -0.2108
38 H -5.2985 -1.3432 -3.6225
39 H -5.4924 -1.9991 -1.9960
40 H -4.9854 -3.0512 -3.3168
41 H -3.3951 -0.8964 -1.8538
42 H -2.9430 -2.5636 -2.1314
43 H -2.1879 -0.2576 -3.6444
44 H -3.2762 -1.1416 -4.6792
45 H -1.8815 -3.1326 -4.6151
46 H -0.9285 -1.7370 -5.0844
47 H 0.3253 -3.1645 -3.5441
48 H -0.9374 -3.0850 -2.3426
49 H -0.2504 -0.3640 -2.9419
50 H 1.2616 -1.2232 -2.7634
51 H 0.4784 -2.0561 -0.5337
52 H -1.0331 -1.1799 -0.7547
53 H 0.3794 0.4087 3.0138
54 H 1.6454 -0.7078 2.5853
55 H -0.4024 -2.2339 1.6774
56 H -1.3440 -1.1939 2.7521
57 H -0.5097 -3.3690 3.7402
58 H 1.1176 -2.6719 3.6877
59 H 0.6112 -1.4428 5.5169
60 H -0.7785 -2.3035 5.6612
61 H 2.6498 2.7824 0.6251
62 H 2.7107 1.5966 1.8960
63 H 0.1163 2.8042 2.2628
64 H 1.1628 4.1114 1.7292
65 H 2.5238 5.0288 3.3986
66 H 3.0936 4.1048 4.6622
67 H 0.1282 1.9123 -2.6959
68 H 1.5522 5.4878 -0.6091
69 H 3.7807 3.0600 -1.8107
70 H 2.7160 -0.9190 -1.3212
71 H 1.9729 -2.3806 0.8433
72 H 2.7924 -3.1456 -1.4803
73 H 3.2332 -4.2088 -0.1261
74 H 4.4357 -3.0989 -0.8115

---

Question: Which of these has the lowest DFT total energy?
Answer: C47H44As2F6N7O7RbS3